(1)
This record from OMol25 describes a structure of composition C11H23FeN3O6 at a distorted geometry. The level of theory is ωB97M-V/def2-TZVPD.

Computed properties:
- DFT total energy (Ha) = -2312.17662
- charge = 0
- 2S+1 = 5
- ⟨S²⟩ = 6.108
- Kohn-Sham gap (spin up / spin down) (Eh) = 0.2445 / 0.2372

```
44
Properties=species:S:1:pos:R:3:forces:R:3
O -4.3333 3.1495 -2.2915 -0.12 -0.47 -0.08
H -4.9730 2.5624 -1.8573 0.43 0.22 -0.22
Fe -0.7194 0.2457 -0.1044 3.39 2.64 -0.05
N 0.9375 0.0425 -1.2110 1.21 0.90 -1.26
N -0.5412 2.0350 -0.9694 1.04 1.73 -1.14
O 1.8395 -1.0038 -1.3617 0.03 -1.05 1.07
O -1.2775 3.0263 -0.6390 0.17 -0.38 -0.33
C 1.2336 1.0394 -2.0587 -0.49 -2.25 1.89
C 0.4077 2.1794 -1.9522 -1.62 0.18 1.36
C 2.4229 0.8247 -2.9010 0.52 0.77 -0.95
C 0.5507 3.4106 -2.7687 0.20 0.13 -0.31
H 2.3065 -0.0814 -3.5098 0.12 0.21 0.24
H 3.3196 0.7102 -2.2718 -0.34 -0.11 -0.23
H 2.5781 1.6764 -3.5673 0.04 -0.12 0.00
H 0.1935 4.2961 -2.2324 0.01 -0.27 -0.07
H -0.0173 3.3097 -3.7081 0.11 0.22 0.21
H 1.6091 3.5473 -3.0344 -0.32 0.13 0.01
H 1.8384 -1.4786 -0.4447 -0.11 0.72 -1.45
H -3.5924 2.5800 -2.5582 -0.31 0.29 0.34
O 2.5315 0.3316 2.1621 0.90 0.32 0.62
H 3.2677 0.7257 1.6568 -0.51 -0.20 0.15
H 2.8516 0.3442 3.0877 -0.30 -0.02 -0.67
C -1.9652 -0.9123 -0.5887 -3.79 -2.94 -1.42
H -2.9227 -0.4401 -0.2846 0.09 -0.43 -0.20
H -1.9472 -1.0304 -1.6748 -0.31 -0.20 -0.09
H -1.8531 -1.8981 -0.1143 -0.29 0.16 -0.18
O 0.0904 -4.5201 -1.3952 -0.23 0.15 -0.64
H 0.5962 -4.0605 -2.0903 -0.28 -0.18 0.46
H -0.7710 -4.7068 -1.8098 0.50 0.13 0.25
O 1.8237 -2.0104 0.9625 -0.29 0.33 0.87
C 0.5153 -2.4616 1.3631 0.31 -0.63 -0.21
C -0.1913 -1.4743 2.2452 -0.21 0.53 0.07
C -0.4549 -1.7968 3.5721 -0.13 0.46 -0.34
C -1.0031 -0.8147 4.3962 0.06 -0.24 -0.06
C -1.2596 0.4546 3.8819 -0.06 0.31 -0.26
C -1.0037 0.7226 2.5375 0.30 -1.41 0.46
N -0.5022 -0.2599 1.7369 0.35 0.49 2.10
H 2.0981 -1.2338 1.5184 -0.21 -0.51 -0.41
H -0.0590 -2.7220 0.4599 0.30 0.27 0.25
H 0.6651 -3.3963 1.9205 -0.19 0.19 -0.05
H -0.2224 -2.8118 3.8861 -0.08 0.32 0.26
H -1.2116 -1.0520 5.4350 -0.02 0.15 -0.10
H -1.6640 1.2536 4.4987 0.08 -0.24 -0.02
H -1.1917 1.6982 2.0787 0.05 -0.31 0.12
```
Forces are in eV/Å.



(2)
This record from OMol25 describes a structure of composition C11H23MnN3O6 at a distorted geometry. The level of theory is ωB97M-V/def2-TZVPD.

Computed properties:
- DFT total energy (Ha) = -2199.36375
- charge = 0
- 2S+1 = 6
- ⟨S²⟩ = 8.865
- Kohn-Sham gap (spin up / spin down) (Eh) = 0.1544 / 0.1517

```
44
Properties=species:S:1:pos:R:3:forces:R:3
O 0.0266 4.3885 1.5852 0.14 -0.92 -0.54
H 0.8211 3.9499 1.2161 -0.51 0.39 0.25
Mn 0.4644 -0.0740 -0.0312 0.18 0.44 2.19
N -0.4455 -0.6680 -1.6010 -1.23 -0.27 -1.94
N 1.7219 -1.6077 -0.8731 0.87 -0.96 -0.22
O -1.6956 -0.1290 -1.9522 -0.32 0.04 -0.47
O 3.0147 -2.0196 -0.4571 -0.28 0.21 -0.20
C 0.1011 -1.4799 -2.5035 -0.77 0.81 1.07
C 1.3714 -2.0185 -2.0885 0.34 0.67 1.81
C -0.5380 -1.8430 -3.7817 0.20 -0.19 -0.51
C 2.1623 -2.9378 -2.9287 0.02 -0.06 -0.32
H -1.3083 -1.1408 -4.0931 0.07 -0.03 0.16
H -0.9684 -2.8446 -3.7062 -0.12 0.02 -0.03
H 0.2411 -1.8920 -4.5443 -0.15 0.01 -0.14
H 2.9017 -3.4892 -2.3520 -0.06 0.12 -0.03
H 2.6563 -2.3652 -3.7151 0.18 -0.11 -0.06
H 1.4728 -3.6296 -3.4107 0.13 -0.13 -0.06
H -1.8763 0.7034 -1.4517 0.69 -1.01 -0.38
H 3.2115 -1.6087 0.4174 -0.82 -0.29 -0.87
O -0.4182 -2.3898 0.8671 0.22 0.41 -0.03
H -1.0177 -1.6406 0.6036 0.92 -1.31 0.12
H 0.4844 -2.3342 0.4310 -1.71 0.01 0.33
C 1.7591 1.2641 -0.4900 0.34 0.72 -0.67
H 1.6309 2.3542 -0.4422 0.04 -0.51 0.04
H 1.6246 0.8108 -1.5005 1.10 0.96 0.08
H 2.6250 0.8632 0.0586 0.19 0.50 -0.70
O -2.3101 3.2372 -1.0512 0.64 0.16 0.41
H -1.9791 3.8704 -0.3522 0.10 -0.83 -0.66
H -1.5196 2.7233 -1.3090 -0.26 0.98 0.25
O 1.6175 -0.4717 1.8752 -0.19 0.29 0.31
C 0.7174 -0.2302 3.0065 1.08 -0.17 -0.20
C -0.5565 0.5149 2.6552 -0.65 0.15 -0.29
C -1.2861 1.0182 3.7256 0.33 -0.24 -0.33
C -2.4846 1.6681 3.4870 0.22 -0.13 -0.35
C -2.9148 1.7817 2.1645 -0.13 0.07 -0.20
C -2.1655 1.2498 1.1258 0.56 -0.52 1.15
N -0.9968 0.6020 1.3790 0.02 0.19 0.47
H 2.3423 0.1838 1.8577 -0.76 -0.14 0.30
H 0.4960 -1.2368 3.4092 -0.02 0.59 -0.17
H 1.3010 0.3564 3.7399 -0.54 -0.33 -0.15
H -0.8578 0.8441 4.7079 -0.31 0.32 0.06
H -3.0573 2.0738 4.3149 0.00 -0.01 -0.21
H -3.8422 2.2790 1.9087 0.08 0.04 0.12
H -2.5270 1.3144 0.0992 0.18 0.07 0.61
```
Forces are in eV/Å.



(3)
This record from OMol25 describes the ion C11H23N3 with charge +2 at a distorted geometry. The level of theory is ωB97M-V/def2-TZVPD.

Computed properties:
- DFT total energy (Ha) = -596.38398
- charge = +2
- 2S+1 = 1
- Kohn-Sham gap (Eh) = 0.3148
- energy relative to the best compared isomer or geometry (same formula, charge and spin) (kJ/mol) = 682.4

```
37
Properties=species:S:1:pos:R:3:forces:R:3
C 0.5411 -1.7714 0.0946 -0.73 -0.27 -0.80
C -0.7967 -1.9278 0.1602 1.46 -0.05 1.14
C 1.0636 -0.4182 -0.0145 2.75 -1.06 0.52
C 0.3034 0.5895 -0.2270 -2.22 2.55 -0.03
C -1.5406 -0.7213 0.5892 -0.06 0.26 0.52
C -3.6626 0.1983 0.8417 -2.30 1.58 0.06
C -3.0553 -1.5136 -0.9738 -3.15 -2.14 0.08
C 2.9621 -1.3297 1.2358 0.23 -0.64 2.49
C 3.3129 -0.9489 -1.1267 2.38 0.10 1.17
C -0.2760 2.5703 -1.4367 0.30 0.01 -1.34
C 0.1774 2.7495 0.9815 -1.99 0.14 0.46
N -2.7358 -0.6089 0.1187 1.71 0.15 -0.29
N 2.6988 -0.4342 0.1483 -3.77 -3.17 -2.68
N 0.5474 2.0658 -0.2966 2.89 -0.92 0.27
H 1.2363 -2.5814 -0.0342 -0.16 -0.41 -0.14
H -1.3156 -2.9096 -0.0425 0.74 1.33 0.70
H -1.3821 -0.0095 1.4749 0.50 -1.84 -1.26
H -3.2758 0.5875 1.8741 -0.63 -0.80 -2.19
H -4.2099 1.0303 0.2090 1.43 -1.53 1.20
H -4.3795 -0.5952 0.9683 -1.34 0.44 1.07
H -3.3246 -2.6247 -0.6007 0.54 2.53 -0.48
H -3.9518 -1.2236 -1.5856 0.97 0.18 0.74
H -2.1906 -1.6041 -1.5794 0.51 0.07 -0.83
H 3.2041 -2.3577 1.0036 -0.74 -0.16 -0.68
H 3.8595 -1.0495 1.6718 1.95 0.87 0.99
H 2.2314 -1.2684 2.0584 0.02 -0.03 -0.65
H 3.5380 -1.9867 -0.9236 -0.04 -0.18 -0.34
H 2.7571 -0.8570 -2.0032 -1.54 0.36 -1.02
H 4.2797 -0.4628 -1.3369 -0.31 -0.02 0.42
H 0.0583 1.8831 -2.3034 -0.99 1.47 1.08
H -1.3836 2.3921 -1.1604 1.95 0.48 -0.58
H 0.0335 3.6646 -1.6135 -0.85 -1.68 0.13
H 0.9336 2.5829 1.7150 0.53 -0.12 0.47
H 0.0100 3.8397 0.8424 0.35 -0.78 -0.22
H -0.8037 2.3165 1.3697 1.32 0.46 -0.71
H 2.8946 0.4772 0.3574 1.26 2.76 0.68
H 1.6411 2.2570 -0.4560 -2.96 0.04 0.04
```
Forces are in eV/Å.



(4)
This record from OMol25 describes a structure of composition C11H23NOPdS4 at a distorted geometry. The level of theory is ωB97M-V/def2-TZVPD.

Computed properties:
- DFT total energy (Ha) = -2282.98150
- charge = +2
- 2S+1 = 3
- ⟨S²⟩ = 2.008
- Kohn-Sham gap (spin up / spin down) (Eh) = 0.3416 / 0.2519
- energy relative to the best compared isomer or geometry (same formula, charge and spin) (kJ/mol) = 0.0

```
41
Properties=species:S:1:pos:R:3:forces:R:3
Pd -0.2142 0.1549 0.7096 0.73 0.07 -0.45
C -1.7521 0.9310 -2.1957 0.63 -0.10 -0.46
C -2.9320 0.9923 -1.2498 0.90 -0.34 0.09
S -2.4378 1.0947 0.4932 -0.94 -0.05 0.19
C -1.9517 2.8086 0.5554 0.93 0.93 -0.36
C -1.2960 3.1779 1.8678 1.44 -1.95 0.20
S 0.2268 2.1320 2.2426 -0.08 0.46 -0.40
C 1.5213 3.0023 1.2102 -0.89 -0.80 0.98
C 2.5558 2.0531 0.7446 1.53 -0.80 0.50
S 2.1309 0.5283 -0.1367 -0.68 1.09 -0.30
C 1.6314 1.3388 -1.7224 1.21 -2.46 -0.99
C 0.8857 0.2386 -2.5472 0.58 -1.17 2.55
S -0.6145 -0.4443 -1.7439 -0.34 0.81 -0.49
H -1.1096 1.8429 -2.2023 -0.74 -0.45 0.24
H -2.0618 0.7850 -3.2477 -0.03 -0.06 0.54
H -3.6157 0.1715 -1.3034 0.02 -1.05 -0.13
H -3.5689 1.7829 -1.5355 -0.59 1.46 0.08
H -2.8340 3.4133 0.5426 -0.74 0.38 -0.54
H -1.3308 2.9829 -0.3563 -0.38 0.30 0.86
H -1.9463 2.9711 2.6977 -0.40 -0.16 0.39
H -0.9223 4.1607 2.0143 -0.05 1.12 -0.47
H 2.0018 3.7482 1.8271 -0.02 0.26 0.18
H 1.0151 3.4509 0.4200 -0.95 1.05 -1.35
H 2.9966 1.6881 1.6585 0.63 -0.38 0.26
H 3.3757 2.5382 0.1912 -0.40 -0.02 0.10
H 2.6079 1.5270 -2.2619 -1.20 0.30 0.57
H 1.0560 2.2094 -1.4971 -0.27 0.64 -0.12
H 1.4596 -0.7065 -2.5253 0.40 0.69 -0.39
H 0.6601 0.4653 -3.5457 -0.27 0.57 -1.35
C 1.3326 -5.2314 0.9368 0.16 -0.33 -1.31
N 0.4466 -4.0614 0.9879 1.46 -0.50 -0.40
C -0.9183 -4.3360 0.7448 -2.03 -0.95 -0.12
C 0.8724 -2.8477 1.0948 1.32 1.14 1.18
O 0.1001 -1.8638 1.1539 -0.55 -0.06 -0.24
H 1.1437 -5.6423 -0.0970 0.49 -0.04 1.20
H 1.0020 -5.9338 1.6988 0.11 -0.13 -0.09
H 2.4215 -5.0302 1.0497 -0.95 0.27 0.04
H -1.0482 -5.2416 0.1515 0.46 0.05 -0.25
H -1.4318 -3.5398 0.1956 0.18 -0.01 0.55
H -1.4144 -4.6259 1.6784 -0.16 0.62 -0.02
H 1.9567 -2.6851 1.3010 -0.54 -0.39 -0.47
```
Forces are in eV/Å.